# 1
Density functional theory data (wB97M-V/def2-TZVPD) for an isolated molecule of C13H17N3OS.

Structure (XYZ):
```
35
C13H17N3OS | the OMol25 dataset | wB97M-V/def2-TZVPD
C 3.1968 -2.5048 0.7196
C 4.0686 -1.2688 0.1086
O 4.9934 -1.4433 -0.7492
N 3.6919 0.0756 0.5698
C 3.0512 0.9020 -0.4953
C 1.5843 0.3360 -0.9686
C 0.6447 1.6334 -1.1196
C -0.8317 1.3389 -1.6759
C -1.7901 0.5413 -0.6793
C -2.5242 -0.7145 -1.2657
C -3.5459 -1.5706 -0.3973
N -4.3084 -2.7338 -0.7734
S -5.1962 -3.2333 0.6241
N -4.7571 -2.0272 1.7860
C -3.8302 -1.1623 1.1019
C -3.1016 0.0892 1.7136
C -2.1037 0.9093 0.8179
C -1.4309 2.1900 1.5024
H 3.8192 -3.0206 1.5271
H 2.9315 -3.1624 -0.1749
H 2.2750 -2.0443 1.2426
H 3.1532 0.0624 1.4460
H 3.7589 1.0864 -1.3749
H 2.8590 1.9468 -0.0238
H 1.2435 -0.4121 -0.1746
H 1.7952 -0.1907 -1.9813
H 1.1601 2.3102 -1.9110
H 0.6916 2.2141 -0.1369
H -0.7151 0.7045 -2.6392
H -1.3055 2.3344 -1.9811
H -2.3980 -1.0656 -2.3509
H -3.3188 0.4068 2.7974
H -0.3750 1.9129 1.8895
H -2.1200 2.5758 2.3389
H -1.2657 2.9840 0.6871
```

- E: -31103.538 eV
- SMILES: CC(=O)NCCCCc1cc2nsnc2cc1C
- Highest occupied orbital energy: -8.5 eV
- Energy relative to the best compared isomer or geometry (same formula, charge and spin): 180.18 kcal/mol


# 2
Density functional theory data (wB97M-V/def2-TZVPD) for a cluster of 2 separate species, C2H2BrNO3 in total.

Structure (XYZ):
```
9
C2H2BrNO3 | the OMol25 dataset | wB97M-V/def2-TZVPD
C 1.4293 1.5266 1.2734
C -0.2977 -1.4611 -0.6219
N -0.9150 -0.3701 -0.8169
O 1.1371 2.5983 1.1302
O 1.4986 0.3775 1.4648
O -1.1694 0.2583 -1.8442
Br -1.6504 0.7538 0.7820
H 0.0511 -1.8222 0.3082
H -0.0836 -1.8610 -1.6755
```

- E: -79778.480 eV
- SMILES: C=[N+]([O-])Br.O=C=O
- Highest occupied orbital energy: -10.1 eV
- Energy relative to the best compared isomer or geometry (same formula, charge and spin): 11.06 kcal/mol


# 3
Density functional theory data (wB97M-V/def2-TZVPD) for a cluster of 2 separate species, C4H13N4 in total.

Structure (XYZ):
```
21
C4H13N4 | the OMol25 dataset | wB97M-V/def2-TZVPD
C 1.0213 2.8251 -0.4294
N 1.5122 1.4905 -0.0615
C 1.1263 0.8365 0.9842
N 1.7087 -0.2823 1.4271
H 0.9155 2.8759 -1.5076
H 1.7155 3.5806 -0.0793
H 0.0554 2.9928 0.0402
H 2.2281 1.0826 -0.6593
H 0.3000 1.2122 1.5753
H 2.2519 -0.8219 0.7634
H 1.1132 -0.8760 1.9886
C -1.6487 -0.8346 -0.6351
C -1.1477 -1.9411 -0.1064
N -1.6380 -2.4152 1.1551
N -1.2180 -0.2573 -1.8432
H -2.4693 -0.3206 -0.1504
H -0.3240 -2.4612 -0.5890
H -0.8993 -2.4947 1.8418
H -2.0253 -3.3491 1.0743
H -1.9798 0.0313 -2.4387
H -0.5981 -0.8732 -2.3501
```

- Total charge: +1
- E: -10312.467 eV
- Highest occupied orbital energy: -11.7 eV
- Energy relative to the best compared isomer or geometry (same formula, charge and spin): 37.40 kcal/mol


# 4
Density functional theory data (wB97M-V/def2-TZVPD) for a structure of composition C37H56As3F5O4ReSi.

Structure (XYZ):
```
107
C37H56As3F5O4ReSi | the OMol25 dataset | wB97M-V/def2-TZVPD
Re 0.7495 -0.2095 0.2245
C 3.4339 -2.3378 1.7790
As 3.0663 -1.2150 0.2393
C 3.5803 -2.4269 -1.1817
C 4.4978 0.1076 0.2154
C 4.5541 1.1891 1.3051
C 4.6386 0.5768 2.7057
C 3.3581 2.1472 1.2406
As 1.6002 1.5518 1.8299
C 0.5865 3.1744 1.5775
C 1.5764 1.4220 3.7557
C 5.8486 2.0109 1.0976
As 6.4427 2.9814 -0.5465
C 4.7867 3.6605 -1.3649
C 6.7568 1.5028 -1.8066
H 4.4059 -2.0565 2.1758
H 3.4733 -3.3708 1.4408
H 2.6743 -2.2395 2.5501
H 4.5952 -2.7490 -0.9433
H 3.5632 -1.9628 -2.1615
H 2.9232 -3.2954 -1.1612
H 4.4556 0.5684 -0.7716
H 5.4150 -0.4886 0.2532
H 3.7812 -0.0557 2.9452
H 4.6907 1.3660 3.4578
H 5.5386 -0.0299 2.8113
H 3.1753 2.4918 0.2221
H 3.5651 3.0328 1.8498
H 0.9184 3.8801 2.3396
H -0.4778 2.9836 1.6946
H 0.7687 3.5734 0.5857
H 2.1451 2.2697 4.1391
H 2.0029 0.4934 4.1155
H 0.5435 1.5068 4.0918
H 6.7037 1.3549 1.2925
H 5.8874 2.7727 1.8815
H 4.2904 4.3684 -0.7016
H 4.0914 2.8768 -1.6673
H 5.0917 4.2039 -2.2597
H 7.3076 0.7012 -1.3147
H 7.3870 1.8918 -2.6053
H 5.8484 1.1025 -2.2562
C -2.1069 0.4834 1.6212
O -1.2419 0.7350 0.4886
C -1.9205 0.7789 -0.7889
C -1.7939 -0.5607 -1.4690
O -0.3820 -0.8257 -1.6152
C -0.0857 -1.8495 -2.5853
H -2.9058 1.2244 1.6065
H -1.4993 0.6159 2.5143
H -2.5070 -0.5244 1.5918
H -1.4243 1.5603 -1.3617
H -2.9652 1.0500 -0.6379
H -2.2598 -0.5301 -2.4561
H -2.2395 -1.3638 -0.8776
H -0.3941 -1.4888 -3.5664
H -0.6104 -2.7683 -2.3405
H 0.9902 -2.0040 -2.5725
F 2.7538 3.5537 -5.5873
C 2.3149 3.0192 -4.4613
C 1.4310 3.7192 -3.6478
F 1.0188 4.9244 -4.0010
C 0.9808 3.1550 -2.4668
F 0.1222 3.8378 -1.6991
C 1.3992 1.8888 -2.0504
O 0.9809 1.4090 -0.8812
C 2.2614 1.2076 -2.8968
F 2.6665 -0.0329 -2.5408
C 2.7262 1.7514 -4.0809
F 3.5656 1.0559 -4.8366
C 1.4494 -5.0954 1.0544
C -0.0552 -4.8290 1.1474
C -0.6018 -4.8617 -0.2782
C -0.7584 -5.9195 1.9618
Si -0.4095 -3.1472 1.9818
O 0.1562 -1.8491 1.0701
C 0.4052 -2.9922 3.6641
C 1.0378 -4.0140 4.3744
C 1.5044 -3.8168 5.6673
C 1.3284 -2.5939 6.2939
C 0.6929 -1.5632 5.6163
C 0.2493 -1.7645 4.3172
C -2.2660 -3.0345 2.2415
C -3.1893 -3.0711 1.1888
C -4.5562 -3.0551 1.4168
C -5.0393 -3.0064 2.7175
C -4.1491 -2.9839 3.7779
C -2.7793 -2.9976 3.5411
H 1.6275 -6.1037 0.6700
H 1.9693 -5.0145 2.0077
H 1.9119 -4.4010 0.3471
H -0.3137 -5.7989 -0.7648
H -0.1784 -4.0514 -0.8691
H -1.6892 -4.8106 -0.3121
H -0.5424 -6.8971 1.5213
H -1.8405 -5.7873 1.9526
H -0.4390 -5.9571 3.0026
H 1.1753 -4.9893 3.9297
H 1.9933 -4.6272 6.1906
H 1.6701 -2.4482 7.3096
H 0.5272 -0.6164 6.1141
H -0.2682 -0.9567 3.8072
H -2.8433 -3.1440 0.1647
H -5.2465 -3.0965 0.5845
H -6.1050 -3.0037 2.9009
H -4.5188 -2.9611 4.7939
H -2.1064 -2.9874 4.3882
```

- Total charge: +2
- E: -253564.807 eV
- Multiplicity: 4
- Highest occupied orbital energy (alpha / beta): -13.0 / -13.0 eV
- Energy relative to the best compared isomer or geometry (same formula, charge and spin): 0.00 kcal/mol
- ⟨S²⟩: 3.7758


- Which value of E does entry 1 give?
  -31103.538 eV


- Which of these has the lowest energy relative to the best compared isomer or geometry (same formula, charge and spin)?
  C37H56As3F5O4ReSi


- Which value of energy relative to the best compared isomer or geometry (same formula, charge and spin) does entry 3 give?
  37.40 kcal/mol